126
Properties=species:S:1:pos:R:3:forces:R:3 method="wB97M-V/def2-TZVPD" homo_energy_ha="-0.26055 / -0.25914" relative_energy_kj_mol=298.6 homo_lumo_gap_ev="5.08 / 5.06" lumo_energy_ev="-2.0 / -2.0" multiplicity=2
Ru 0.23472 -0.00118 -0.14146 -0.4687 -1.6644 1.4934
S -0.35115 2.47182 -0.80793 0.8509 -0.0849 -1.4901
C 0.09459 2.87339 -2.42725 -3.7861 1.7265 3.1680
N -0.62673 3.86442 -3.04708 1.2960 -0.9957 0.2276
C -0.43238 3.99180 -4.47008 0.4302 -0.0321 -0.8605
C 1.05861 3.95159 -4.80825 -0.5624 0.6873 -0.1318
N 1.61389 2.72984 -4.28106 -0.9365 -0.1416 1.3387
C 2.63475 2.07166 -5.05888 0.5321 -0.2918 -0.0756
C 2.04712 1.33810 -6.23914 -0.1014 0.0594 -0.1793
C 0.90443 0.56804 -6.06642 0.0275 0.0768 0.1607
C 0.34959 -0.12102 -7.12709 -0.0802 -0.1138 -0.0584
C 0.93917 -0.05359 -8.37915 0.0220 0.0026 -0.0557
C 2.07747 0.71346 -8.56263 0.0472 -0.0544 -0.1345
C 2.62632 1.41064 -7.49913 0.0887 0.0671 0.1324
C 1.14594 2.23964 -3.09913 3.8790 -2.9028 -1.6845
S 1.95811 0.90774 -2.39138 -0.9396 1.1978 -0.7049
C -1.02152 5.04707 -2.30495 -0.4516 0.1574 0.4310
C 0.10937 6.04156 -2.21872 -0.0711 0.0916 -0.1203
C 1.23369 5.74557 -1.45446 0.0215 -0.0285 -0.0180
C 2.29773 6.62673 -1.40567 0.0671 -0.0486 0.0767
C 2.24676 7.81790 -2.11001 0.0214 0.1174 -0.0701
C 1.12701 8.12269 -2.86385 0.0783 0.1512 -0.0128
C 0.06402 7.23795 -2.91980 -0.0681 -0.1097 0.0061
H -0.88350 4.92203 -4.81782 0.0479 -0.0760 0.0535
H -0.92517 3.14828 -4.97136 -0.0182 0.1659 0.0280
H 1.56528 4.82156 -4.36269 -0.0132 -0.1262 -0.1457
H 1.20985 3.97044 -5.89073 -0.0700 -0.0493 0.1025
H 3.14819 1.36458 -4.40042 0.0021 0.2315 -0.1518
H 3.35996 2.81855 -5.39457 -0.0469 0.0145 0.0326
H 0.44601 0.50484 -5.09017 -0.1317 -0.0963 0.0658
H -0.53786 -0.71823 -6.96866 -0.0250 -0.0069 0.0555
H 0.51402 -0.59802 -9.20920 -0.0400 -0.0329 -0.0717
H 2.54243 0.76832 -9.53771 0.0064 0.0219 -0.0315
H 3.51390 2.01022 -7.65010 0.0821 0.0727 -0.0108
H -1.30309 4.71688 -1.30404 -0.1778 0.1199 -0.1539
H -1.89372 5.48817 -2.79432 0.0574 -0.0601 0.0894
H 1.26847 4.81892 -0.90176 0.0394 -0.0475 0.1171
H 3.16392 6.39408 -0.80409 0.0677 -0.0425 0.0527
H 3.07387 8.51091 -2.06535 0.0586 0.0516 0.0054
H 1.07627 9.05668 -3.40251 0.0072 0.0846 -0.0728
H -0.80790 7.48247 -3.51072 -0.1018 0.0141 -0.0438
C 0.64955 -3.31754 1.52206 -0.1704 -0.0285 -0.0905
N 1.89325 -3.02093 2.16986 -0.0271 -0.0710 -0.1392
C 2.57868 -1.80950 1.82341 0.0993 0.4641 -0.0218
P 2.44183 -1.20526 0.05754 -0.5005 1.0322 0.8515
C 3.19095 -2.48237 -1.00107 -0.4710 0.0273 -0.2769
C 3.25727 -3.83761 -0.69174 -0.0858 0.1565 0.0687
C 3.79638 -4.73070 -1.60199 0.0403 -0.1742 -0.0443
C 4.29608 -4.28511 -2.81250 0.0105 -0.0369 0.0255
C 4.25506 -2.93313 -3.11829 0.0677 -0.0459 -0.1048
C 3.68760 -2.04369 -2.22988 -0.1140 0.0092 0.1250
C 3.79980 0.00512 0.12948 0.0001 0.0398 -0.0541
C 5.12232 -0.43210 0.10418 -0.0690 0.0536 0.0663
C 6.15478 0.48643 0.12542 0.1765 -0.0357 0.0059
C 5.88085 1.84539 0.17643 -0.0268 -0.0020 0.0167
C 4.56650 2.28061 0.21450 0.1633 0.0962 0.0311
C 3.52967 1.36678 0.19320 -0.2061 -0.0011 0.0627
C 2.63443 -4.06101 2.72567 0.1118 -0.2591 0.2107
C 2.40367 -5.39898 2.39336 -0.1581 0.1533 -0.0669
C 3.19739 -6.39823 2.92237 0.1453 -0.0997 0.0940
C 4.22762 -6.09494 3.79452 0.0573 -0.1008 0.0787
C 4.43585 -4.77554 4.16554 0.0416 -0.0829 -0.0541
C 3.64523 -3.76961 3.64756 0.0025 0.0342 -0.0262
P -0.62504 -1.95564 1.36584 0.4154 0.1269 -0.7426
C -1.90031 -3.08758 0.71974 0.0865 0.2257 -0.2584
C -2.84373 -3.70451 1.53525 0.1443 0.1571 0.0942
C -3.73043 -4.61775 0.99143 -0.0321 -0.1553 0.0183
C -3.67317 -4.93403 -0.35608 -0.0216 0.0008 0.0542
C -2.72037 -4.33677 -1.16531 -0.0421 -0.0989 -0.0939
C -1.83421 -3.42008 -0.63152 0.1464 0.1088 0.0060
C -1.10583 -1.61556 3.08267 0.1210 0.4693 -0.1382
C -0.18637 -1.72495 4.12527 0.0498 -0.0651 -0.1124
C -0.53793 -1.33728 5.40564 -0.0340 -0.0197 0.1098
C -1.80408 -0.83725 5.66338 0.0902 -0.0622 -0.0504
C -2.72919 -0.74864 4.63643 -0.0650 -0.0159 0.1335
C -2.38336 -1.12754 3.35435 0.1004 -0.0438 -0.2159
H 0.15069 -4.11955 2.08194 0.0448 0.1600 -0.2181
H 0.78877 -3.64908 0.47205 -0.1518 -0.0718 0.2205
H 3.64989 -1.92026 2.02909 -0.2684 0.0420 -0.0774
H 2.19830 -0.95704 2.41619 0.2012 -0.0358 -0.2146
H 2.91000 -4.22072 0.25203 -0.0654 0.0331 0.1040
H 3.81464 -5.78587 -1.36084 0.0582 0.0080 0.0279
H 4.71336 -4.99243 -3.51314 0.0605 -0.0341 -0.0777
H 4.66490 -2.57242 -4.05048 -0.0353 0.0153 -0.0915
H 3.62327 -0.99501 -2.47553 0.1357 0.0385 -0.1226
H 5.34214 -1.49044 0.05142 0.0512 -0.0273 -0.0142
H 7.17723 0.13801 0.08883 0.0672 0.0004 0.0251
H 6.69154 2.56024 0.18858 0.0401 0.0345 -0.0143
H 4.34504 3.33641 0.24722 -0.0223 0.1171 0.0392
H 2.50220 1.71324 0.20122 0.0999 -0.0275 0.0854
H 1.61928 -5.66693 1.70148 -0.0611 0.0106 -0.0766
H 3.02119 -7.42356 2.62934 -0.0364 -0.0612 0.0052
H 4.85602 -6.87733 4.19064 0.0456 -0.0790 0.0460
H 5.22280 -4.52846 4.86353 0.0262 0.0284 0.0656
H 3.80242 -2.75169 3.97323 0.0021 0.0828 -0.0023
H -2.87679 -3.47905 2.59222 -0.0706 -0.0283 -0.0070
H -4.45664 -5.10264 1.62818 -0.0601 0.0152 0.0499
H -4.36388 -5.65511 -0.76948 -0.0503 -0.0119 -0.0425
H -2.67575 -4.58452 -2.21563 0.0506 0.0286 -0.0805
H -1.08580 -2.95393 -1.26230 -0.1119 0.0033 -0.0213
H 0.79982 -2.12602 3.94710 0.0692 0.0471 -0.0245
H 0.18842 -1.42176 6.20123 0.0296 0.0130 0.0478
H -2.06735 -0.51699 6.65981 -0.0340 0.0151 0.1013
H -3.72485 -0.38161 4.83265 -0.1100 0.0672 -0.0170
H -3.10606 -1.05375 2.55754 -0.0635 0.0351 -0.0296
S 0.39383 2.10717 3.99151 -0.1369 0.6090 1.0241
C 0.46045 1.38739 2.58496 0.3710 -0.8723 -1.3394
N 0.57184 0.82291 1.55442 0.2124 1.2140 2.4341
Se -2.03683 -0.86467 -4.12942 -0.9099 -0.0512 -1.3158
C -1.03796 -0.75366 -2.73567 1.3312 -0.2072 1.6392
N -0.34567 -0.72126 -1.78477 -1.6678 -1.1814 -2.9027
O -6.45824 2.77654 4.84831 -0.0548 0.1987 0.2633
C -6.67400 1.77564 3.96930 -0.0604 -0.2130 -0.1263
O -7.69987 1.14619 4.02088 0.1565 0.2880 0.1655
C -5.61158 1.49165 2.97040 0.1320 -0.0988 -0.1900
C -5.93057 0.53606 1.99737 -0.0496 0.2277 0.2491
C -5.01252 0.16830 1.04793 0.1806 0.0453 -0.0248
C -3.73129 0.73414 1.04547 0.2546 0.2914 0.2539
S -2.61293 0.11870 -0.12013 1.2250 -0.1641 -0.6415
C -3.41402 1.71144 1.99181 -0.0693 -0.0056 -0.1149
C -4.34213 2.08073 2.94484 -0.3520 -0.0765 0.1151
H -5.61542 3.22321 4.69798 -0.0912 -0.1672 -0.1336
H -6.91408 0.08992 2.02178 -0.0375 -0.0038 0.0116
H -5.24782 -0.57508 0.30261 -0.0650 -0.1253 -0.0701
H -2.43312 2.16418 1.97540 0.1001 -0.0048 0.0870
H -4.03929 2.81698 3.68238 0.0026 0.0166 0.0089